Below is one molecule with the formula CH4N2S2 in a non-equilibrium geometry, with properties calculated with ωB97M-V with the def2-TZVPD basis set.

CARTESIAN COORDINATES (ANGSTROEM)
C1 -1.3153 0.0673 -0.3877
N1 -0.4524 -0.3309 0.5351
N2 1.0342 -0.5349 0.2429
S1 -2.9259 0.1559 0.0442
S2 1.9928 0.9392 -0.0321
H1 -1.0048 0.4482 -1.4306
H2 -0.5540 -0.9072 1.3259
H3 1.4208 -0.8923 1.0774
H4 1.8047 1.0549 -1.3750

Computed properties:
HOMO energy, eV: -8.43
SMILES: S=CNNS
LUMO level, Ha: 0.008
Energy above the lowest of the compared OMol25 structures with the same formula, charge and spin, kJ/mol: 242.4
Spin multiplicity: 1
Net charge: 0
Gap between HOMO and LUMO, eV: 8.66

Löwdin atomic charge list, values in e, 2 entries: atom 1 (C): -0.74, atom 2 (N): -0.13